Entry 1:
An isolated molecule of C3H4N2O. Source: the OMol25 dataset; level of theory: ωB97M-V/def2-TZVPD.

Last column: natural (NBO) charge in e.
Positions of all 10 atoms, in Å:
O: -1.889 -1.005 -0.450  -0.65
C: -0.749 -0.265 -0.322  0.16
C: -0.459 1.130 -0.256  -0.09
N: 0.810 1.324 0.216  -0.45
C: 1.359 0.136 0.254  0.18
N: 0.476 -0.831 -0.120  -0.53
H: -1.353 -0.513 0.709  0.52
H: -1.149 1.961 -0.427  0.22
H: 2.342 -0.118 0.661  0.20
H: 0.611 -1.820 -0.263  0.43

## Properties
Maximum force, eV/A: 2.05
DFT total energy, eV: -8199.957
HOMO-LUMO gap (spin up / spin down), eV: 8.562 / 8.561
Relative energy (zero: lowest compared OMol25 entry of this formula, charge and spin), kcal/mol: 90.6



Entry 2:
A cluster of 2 separate species, C6H16N in total. Source: the OMol25 dataset; level of theory: ωB97M-V/def2-TZVPD.

Last column: natural (NBO) charge in e.
Positions of all 23 atoms, in Å:
C: 0.400 2.656 -0.052  -0.68
C: 0.184 2.086 -1.412  0.12
C: -0.820 2.412 -2.277  -0.35
N: 0.894 0.817 -1.675  -0.71
H: -0.501 3.197 0.284  0.27
H: 0.690 1.912 0.673  0.23
H: 1.234 3.380 0.000  0.26
H: -0.999 2.009 -3.276  0.23
H: -1.639 3.044 -1.905  0.24
H: 0.294 0.050 -1.263  0.48
H: 1.819 0.855 -1.272  0.44
H: 0.942 0.618 -2.696  0.45
C: -0.321 -1.477 0.239  -0.63
C: -0.332 -2.695 1.169  -0.39
C: -0.063 -2.296 2.606  -0.61
H: -1.146 -0.793 0.511  0.22
H: -0.420 -1.765 -0.820  0.20
H: 0.614 -0.865 0.360  0.17
H: 0.443 -3.406 0.792  0.21
H: -1.277 -3.199 1.095  0.22
H: -0.038 -3.182 3.292  0.23
H: 0.899 -1.826 2.700  0.20
H: -0.857 -1.533 2.925  0.20

## Properties
Maximum force, eV/A: 3.16
DFT total energy, eV: -7963.924
Net charge: +1
HOMO-LUMO gap, eV: 10.982
Relative energy (zero: lowest compared OMol25 entry of this formula, charge and spin), kcal/mol: 34.8



Entry 3:
A structure of composition C4H7N3. Source: the OMol25 dataset; level of theory: ωB97M-V/def2-TZVPD.

Last column: natural (NBO) charge in e.
Positions of all 14 atoms, in Å:
C: -0.441 0.107 0.933  -0.07
C: -0.663 -0.924 0.011  -0.05
C: 1.144 0.178 -0.817  0.01
C: 0.781 -0.478 0.389  -0.37
H: 0.082 1.980 2.061  0.37
H: -0.539 1.979 -0.221  0.39
H: -0.525 -0.179 2.116  0.20
H: -0.916 -2.190 0.011  0.24
H: -1.152 -1.014 -1.941  0.37
H: 2.215 0.321 -1.242  0.22
H: 1.383 -1.163 0.814  0.23
N: -0.712 1.478 0.977  -0.81
N: -0.951 -0.305 -1.267  -0.48
N: 0.295 0.212 -1.822  -0.25

## Properties
Maximum force, eV/A: 9.15
DFT total energy, eV: -8724.506
HOMO-LUMO gap, eV: 8.996
Relative energy (zero: lowest compared OMol25 entry of this formula, charge and spin), kcal/mol: 165.4



Entry 4:
The ion C5H12NO with charge +2. Source: the OMol25 dataset; level of theory: ωB97M-V/def2-TZVPD.

Last column: natural (NBO) charge in e.
Positions of all 19 atoms, in Å:
C: 0.913 -0.069 1.981  -0.08
O: 1.978 0.764 2.019  -0.26
C: -0.400 0.665 1.406  -0.32
C: -0.381 1.049 -0.091  -0.44
C: 0.172 0.005 -1.077  -0.24
C: -0.798 -1.402 -2.765  0.17
N: -0.838 -0.949 -1.591  -0.40
H: 1.176 -0.859 1.290  0.23
H: 0.677 -0.583 2.926  0.30
H: 1.910 1.411 2.757  0.54
H: -0.558 1.524 2.063  0.27
H: -1.186 -0.011 1.677  0.26
H: -1.436 1.215 -0.314  0.28
H: 0.227 1.941 -0.202  0.27
H: 0.763 0.356 -1.896  0.27
H: 0.924 -0.575 -0.528  0.22
H: -1.536 -2.051 -3.186  0.25
H: 0.003 -1.187 -3.476  0.24
H: -1.611 -1.243 -0.992  0.45

## Properties
Maximum force, eV/A: 2.02
DFT total energy, eV: -8895.797
Net charge: +2
HOMO-LUMO gap (spin up / spin down), eV: 12.230 / 7.363
Relative energy (zero: lowest compared OMol25 entry of this formula, charge and spin), kcal/mol: 43.0
Multiplicity: 2



Entry 5:
A cluster of 4 separate species, CH8O2S2 in total. Source: the OMol25 dataset; level of theory: ωB97M-V/def2-TZVPD.

Last column: natural (NBO) charge in e.
Positions of all 13 atoms, in Å:
C: 0.649 -1.390 0.765  -0.86
S: 1.838 -0.367 1.484  0.25
S: -1.843 -1.075 -0.967  -0.27
H: 0.919 -2.441 0.942  0.25
H: 0.618 -1.313 -0.348  0.32
H: -0.390 -1.173 1.118  0.27
H: -2.860 -1.613 -1.706  0.13
H: -1.308 0.778 -1.731  0.45
H: -0.467 1.777 -1.051  0.48
O: -0.834 1.616 -1.940  -0.97
H: 0.809 2.869 1.080  0.48
H: 0.955 1.357 1.012  0.44
O: 0.589 2.127 0.516  -0.98

## Properties
Maximum force, eV/A: 1.57
DFT total energy, eV: -26927.027
HOMO-LUMO gap, eV: 3.877
Relative energy (zero: lowest compared OMol25 entry of this formula, charge and spin), kcal/mol: 126.5



Entry 6:
An isolated molecule of C4H11N3O. Source: the OMol25 dataset; level of theory: ωB97M-V/def2-TZVPD.

Last column: natural (NBO) charge in e.
Positions of all 19 atoms, in Å:
C: 2.739 -0.464 0.159  -0.64
C: 1.269 -0.416 -0.129  0.16
N: 0.638 -1.613 -0.356  -0.81
C: 0.566 0.746 -0.072  -0.16
N: -0.793 0.796 -0.324  -0.33
N: -1.241 2.094 -0.556  -0.64
C: -1.909 -0.253 0.582  0.05
O: -2.522 -0.975 -0.438  -0.73
H: 3.260 -1.007 -0.631  0.21
H: 3.155 0.538 0.225  0.22
H: 2.935 -0.984 1.101  0.21
H: 1.090 -2.427 0.036  0.37
H: -0.376 -1.590 -0.158  0.39
H: 1.080 1.684 0.102  0.19
H: -1.240 2.673 0.284  0.32
H: -2.171 2.081 -0.961  0.35
H: -2.558 0.523 1.017  0.15
H: -1.579 -0.930 1.373  0.18
H: -2.345 -0.476 -1.254  0.49

## Properties
Maximum force, eV/A: 3.27
SMILES: C/C(N)=C/N(N)CO
DFT total energy, eV: -10841.404
HOMO-LUMO gap, eV: 7.844
Relative energy (zero: lowest compared OMol25 entry of this formula, charge and spin), kcal/mol: 87.8



Entry 7:
A cluster of 2 separate species, C4H8O2 in total. Source: the OMol25 dataset; level of theory: ωB97M-V/def2-TZVPD.

Last column: natural (NBO) charge in e.
Positions of all 14 atoms, in Å:
O: 0.511 -1.340 -0.163  -0.47
C: -0.648 -1.151 0.106  0.39
C: -1.055 -0.548 1.434  -0.59
C: -0.980 0.800 0.774  0.41
O: 0.044 1.445 0.710  -0.50
H: -1.444 -1.258 -0.651  0.13
H: -0.289 -0.704 2.199  0.26
H: -2.059 -0.837 1.755  0.24
H: -1.863 1.094 0.183  0.13
C: 1.560 0.462 -1.281  -0.84
H: 2.154 -0.444 -1.471  0.21
H: 2.199 1.331 -1.241  0.20
H: 0.802 0.549 -2.072  0.19
H: 1.068 0.602 -0.283  0.24

## Properties
Maximum force, eV/A: 2.19
SMILES: O=CCC=O.C
DFT total energy, eV: -8370.136
HOMO-LUMO gap, eV: 9.971
Relative energy (zero: lowest compared OMol25 entry of this formula, charge and spin), kcal/mol: 72.5



Entry 8:
A structure of composition C47H44FN6O3P2Pd. Source: the OMol25 dataset; level of theory: ωB97M-V/def2-TZVPD.

Last column: Mulliken charge in e.
Positions of all 104 atoms, in Å:
Pd: 0.083 0.177 0.054  0.82
C: -5.615 0.250 5.015  -1.01
C: -4.719 -0.986 4.921  -1.05
N: -3.504 -0.726 4.172  0.14
C: -3.537 -0.892 2.822  -0.16
C: -2.460 -0.792 2.003  -0.29
C: -2.762 -0.938 0.507  -0.02
O: -3.889 -1.289 0.191  -0.77
O: -1.850 -0.641 -0.325  -0.40
C: -1.160 -0.530 2.570  0.67
O: -0.041 -0.701 1.997  -0.66
C: -1.199 -0.076 3.951  0.35
C: -0.057 0.470 4.551  -0.25
C: -0.069 0.897 5.859  0.14
F: 1.079 1.458 6.336  -0.41
C: -1.196 0.765 6.667  -1.30
C: -2.325 0.176 6.080  -0.45
C: -2.363 -0.214 4.744  0.23
N: -1.253 1.130 8.033  0.19
C: -2.461 1.726 8.563  -0.48
C: -2.715 1.067 9.932  -0.77
N: -1.386 0.657 10.468  -0.10
C: -0.377 1.713 10.209  -0.75
C: -0.088 1.689 8.697  -0.78
H: -6.517 0.014 5.574  0.39
H: -5.901 0.571 4.018  0.36
H: -5.102 1.074 5.506  0.28
H: -5.261 -1.785 4.411  0.50
H: -4.452 -1.357 5.913  0.46
H: -4.489 -1.145 2.376  0.67
H: 0.837 0.592 3.964  0.79
H: -3.202 0.027 6.688  0.53
H: -3.305 1.554 7.900  0.32
H: -2.345 2.813 8.668  0.29
H: -3.337 0.177 9.831  0.43
H: -3.194 1.759 10.625  0.38
H: -1.082 -0.161 9.920  0.37
H: -1.442 0.404 11.458  0.35
H: 0.533 1.520 10.778  0.39
H: -0.785 2.671 10.534  0.33
H: 0.775 1.053 8.494  0.51
H: 0.154 2.704 8.350  0.45
C: 1.514 3.303 -1.364  -0.52
C: 2.634 2.354 -0.923  -1.21
P: 2.116 1.206 0.438  2.25
C: 3.578 0.172 0.708  0.46
C: 3.915 -0.271 1.986  -0.42
C: 4.960 -1.161 2.158  -0.75
C: 5.657 -1.642 1.061  -0.55
C: 5.296 -1.240 -0.214  -0.71
C: 4.260 -0.345 -0.393  -0.59
C: 1.973 2.362 1.835  -0.17
C: 3.060 2.863 2.547  -0.32
C: 2.850 3.759 3.580  -0.89
C: 1.566 4.174 3.894  -0.63
C: 0.481 3.683 3.185  -0.96
C: 0.682 2.773 2.165  0.00
C: 0.610 2.709 -2.450  -1.25
P: -0.511 1.338 -1.870  2.02
C: -2.125 2.150 -1.729  0.41
C: -2.227 3.404 -1.129  -0.31
C: -3.456 4.029 -1.035  -0.78
C: -4.594 3.401 -1.518  -0.56
C: -4.502 2.135 -2.074  -0.83
C: -3.276 1.504 -2.176  -0.51
C: -0.649 0.299 -3.350  0.21
C: -0.938 0.847 -4.599  -0.16
C: -0.956 0.032 -5.715  -0.87
C: -0.688 -1.324 -5.597  -0.52
C: -0.425 -1.874 -4.353  -1.00
C: -0.411 -1.065 -3.231  -0.56
H: 1.971 4.212 -1.767  0.49
H: 0.920 3.597 -0.491  0.03
H: 3.494 2.918 -0.546  0.51
H: 2.961 1.756 -1.778  0.55
H: 3.354 0.076 2.841  0.22
H: 5.226 -1.494 3.149  0.41
H: 6.466 -2.345 1.197  0.40
H: 5.816 -1.633 -1.075  0.44
H: 3.963 -0.066 -1.392  0.25
H: 4.063 2.547 2.299  0.51
H: 3.692 4.135 4.142  0.45
H: 1.413 4.879 4.697  0.46
H: -0.518 4.009 3.431  0.50
H: -0.168 2.355 1.613  0.31
H: 1.233 2.302 -3.251  0.60
H: -0.018 3.498 -2.874  0.63
H: -1.343 3.891 -0.740  0.22
H: -3.524 5.012 -0.590  0.47
H: -5.552 3.897 -1.451  0.41
H: -5.389 1.637 -2.435  0.43
H: -3.203 0.509 -2.590  0.48
H: -1.153 1.903 -4.686  0.40
H: -1.177 0.455 -6.685  0.42
H: -0.692 -1.953 -6.476  0.42
H: -0.227 -2.931 -4.256  0.52
H: -0.227 -1.489 -2.252  0.44
N: 1.490 -1.423 -0.701  -0.55
C: 1.482 -2.498 -0.243  0.87
C: 1.590 -3.793 0.174  -0.12
C: 1.063 -4.789 -0.655  -0.01
N: 0.626 -5.571 -1.375  -0.56
C: 2.247 -4.080 1.371  0.08
N: 2.780 -4.287 2.369  -0.64

## Properties
Maximum force, eV/A: 1.61
DFT total energy, eV: -89305.150
Net charge: +1
HOMO-LUMO gap, eV: 4.880
Relative energy (zero: lowest compared OMol25 entry of this formula, charge and spin), kcal/mol: 0.0



Entry 9:
A cluster of 3 separate species, C4H15NO2 in total. Source: the OMol25 dataset; level of theory: ωB97M-V/def2-TZVPD.

Last column: natural (NBO) charge in e.
Positions of all 22 atoms, in Å:
C: 2.070 1.448 0.615  -0.62
C: 1.932 0.134 -0.163  -0.42
C: 0.583 -0.424 -0.026  -0.06
C: 0.591 -1.857 -0.570  -0.58
N: -0.556 0.309 -0.697  -0.87
H: 1.415 2.289 0.288  0.22
H: 1.885 1.413 1.758  0.21
H: 3.107 1.856 0.538  0.21
H: 2.552 -0.682 0.380  0.22
H: 2.303 0.185 -1.209  0.22
H: 0.238 -0.513 1.015  0.19
H: -0.452 -2.244 -0.711  0.19
H: 1.071 -1.895 -1.666  0.19
H: 1.102 -2.493 -0.038  0.20
H: -1.401 -0.171 -0.947  0.35
H: -0.161 0.522 -1.627  0.36
O: -3.595 -1.228 -0.227  -0.94
H: -3.587 -0.370 0.258  0.49
H: -2.681 -1.370 -0.526  0.45
O: -2.530 1.621 1.190  -0.97
H: -2.088 2.391 1.530  0.47
H: -1.796 1.077 0.835  0.49

## Properties
Maximum force, eV/A: 6.71
SMILES: CC[C@H](C)N.O.O
DFT total energy, eV: -9975.425
HOMO-LUMO gap, eV: 10.713
Relative energy (zero: lowest compared OMol25 entry of this formula, charge and spin), kcal/mol: 38.3